No. 1
Molecular formula: C11H16N3
Method: DFT, ωB97M-V with the def2-TZVPD basis set

Geometry as XYZ:
```
30
Properties=species:S:1:pos:R:3:forces:R:3:mulliken_charge:R:1
C 3.231840 0.707498 0.947036 -0.019 0.065 -0.006 -0.5230
C 3.008245 -0.618527 0.601887 0.014 0.060 0.056 -0.6454
C 2.323781 1.684931 0.573444 0.025 0.048 0.161 -0.5866
C 1.871001 -0.972672 -0.095909 -0.138 0.167 -0.023 -0.5152
C 1.172089 1.339463 -0.119695 0.252 -0.169 -0.249 -0.2907
C 0.939310 0.001581 -0.466460 0.240 0.088 -0.196 -0.3582
C -0.567595 -1.404374 -2.126087 0.118 -0.110 0.047 -0.5726
C -1.046072 0.022262 -2.273823 0.103 0.261 -0.302 -0.6728
C -0.321379 -0.411642 -1.064016 -1.769 -0.662 2.818 0.9403
C -2.348849 1.650825 0.635425 -0.510 0.491 -0.333 -0.7954
C -1.459233 -0.676796 0.543406 1.643 1.313 -2.412 -0.2940
N -0.827394 -2.789415 1.073157 1.063 -0.833 1.475 -0.6396
N -0.886167 -1.588265 1.408479 -0.724 0.841 -1.145 0.1178
N -1.412713 0.658807 1.190181 0.284 -0.370 0.340 0.0184
H 4.117902 0.980898 1.498284 0.095 0.024 0.027 0.4115
H 3.721669 -1.375663 0.884549 0.107 -0.091 0.024 0.4172
H 2.509747 2.718940 0.821884 0.039 0.088 0.006 0.4295
H 1.688405 -2.002340 -0.364099 -0.022 -0.097 -0.037 0.4882
H 0.508462 2.119321 -0.474131 -0.105 0.047 -0.063 0.4908
H -1.306602 -2.174042 -1.969718 -0.184 -0.045 0.059 0.1977
H 0.281935 -1.741921 -2.701963 0.083 0.098 -0.075 0.3175
H -0.517784 0.681596 -2.948862 0.050 -0.019 -0.092 0.2584
H -2.111234 0.195283 -2.250209 -0.141 -0.027 0.103 0.2846
H -3.372931 1.285805 0.707085 0.124 -0.083 0.057 0.3778
H -2.272332 2.589208 1.182839 0.121 -0.124 0.045 0.3418
H -2.109091 1.831589 -0.411238 0.069 -0.112 0.099 0.3197
H -2.428933 -0.909534 0.110470 -0.213 -0.038 0.237 0.5459
H -0.391864 -3.333737 1.828927 -0.321 -0.807 -0.585 0.2851
H -1.569199 0.532456 2.198842 0.062 0.128 -0.238 0.3952
H -0.425021 0.998469 1.060310 -0.348 -0.131 0.201 0.2562
```
Forces are in eV/Å.

largest force on an atom: 3.39 eV/A
total charge: +1
Kohn-Sham gap (alpha / beta): 8.34 / 6.89 eV
multiplicity: 3
E: -592.5926 hartree
⟨S²⟩: 2.0130
HOMO (alpha / beta): -10.992 / -12.553 eV



No. 2
Molecular formula: C11H16N3O9S4Zr
Method: DFT, ωB97M-V with the def2-TZVPD basis set

Geometry as XYZ:
```
44
Properties=species:S:1:pos:R:3:forces:R:3:mulliken_charge:R:1
Zr 0.109420 0.072848 -0.780412 -2.107 -0.488 -0.398 0.7453
O 4.160868 -0.179978 0.783622 -0.202 0.081 0.062 -0.4761
C 2.926041 -0.500897 0.492707 0.056 -0.145 0.101 0.7227
O 1.957003 0.210853 0.727907 0.053 0.065 0.046 -0.3117
C 2.774030 -1.836643 -0.172823 -0.095 -0.060 -0.033 -0.6717
O 1.405236 -2.067842 -0.415253 -0.037 -0.003 0.449 -0.2495
C 0.677101 -2.767359 0.638207 0.132 -0.096 -0.097 -0.5219
C -0.207290 -1.784221 1.388010 0.002 0.096 -0.499 0.5435
O -0.188121 -1.691091 2.588662 -0.319 0.037 0.141 -0.6491
O -0.915069 -1.033288 0.551435 0.293 -0.480 1.309 -0.3899
H 4.178530 0.709620 1.171752 0.108 0.052 0.032 0.3942
H 3.295013 -1.804468 -1.130871 -0.008 -0.019 -0.050 0.3312
H 3.233024 -2.614930 0.438227 0.025 -0.014 0.021 0.5015
H 0.050787 -3.506138 0.142183 0.028 -0.045 -0.052 0.3009
H 1.357031 -3.239158 1.342902 0.127 -0.080 -0.126 0.4377
O -5.943096 -1.926824 -1.929846 0.124 0.002 0.178 -0.5241
C -4.820190 -1.520816 -1.986257 -0.178 0.002 -0.335 0.5788
S -3.407722 -2.529391 -2.373025 -0.121 -0.095 0.119 -0.1482
C -2.231719 -1.247337 -2.335975 0.213 -0.126 0.027 0.2582
C -2.680377 -0.009469 -2.077827 0.089 0.185 0.005 0.2221
S -1.627484 1.396115 -2.018635 0.060 0.131 0.182 -0.4517
S -4.386409 0.201704 -1.797844 -0.109 -0.005 0.096 -0.1414
S -0.546821 -1.631452 -2.587267 0.060 0.059 0.062 -0.3557
O 1.041585 2.063627 -1.000478 0.289 0.281 -1.137 -0.4817
N 1.449132 1.668890 -2.178383 0.676 -0.636 1.037 1.1040
O 1.571324 2.353860 -3.116199 0.187 0.120 -0.148 -0.4958
O 1.694739 0.364949 -2.162846 0.463 1.228 -0.828 -0.5582
N -2.167559 2.733472 3.514303 0.109 -0.067 -0.141 -0.1133
C -2.694037 2.998720 2.117086 0.083 0.102 0.331 -0.8653
C -2.235624 1.885312 1.207380 0.063 -0.340 0.034 -0.6072
N -0.775777 1.729096 1.177494 0.280 0.360 0.029 0.4907
C -0.265065 1.517951 2.540116 0.002 -0.202 -0.161 -0.7275
C -0.658011 2.617703 3.506313 -0.328 0.092 0.091 -0.9059
H -2.560156 1.850781 3.849546 -0.020 -0.021 0.005 0.3985
H -2.474436 3.457075 4.163272 0.020 0.058 -0.005 0.3500
H -2.286698 3.966609 1.824831 -0.026 0.013 -0.037 0.3859
H -3.777807 3.069750 2.179336 -0.019 -0.042 -0.034 0.4217
H -2.601948 2.066224 0.200004 0.011 0.018 -0.053 0.1949
H -2.652862 0.928400 1.537836 -0.042 -0.009 -0.065 0.2556
H -0.352144 2.573038 0.793577 -0.073 0.007 -0.106 0.4491
H 0.819459 1.434511 2.523054 0.018 0.038 -0.028 0.2942
H -0.644221 0.552817 2.889021 0.038 -0.032 0.005 0.4123
H -0.283596 3.597824 3.212206 0.036 -0.005 -0.023 0.3916
H -0.340671 2.402063 4.524727 0.037 -0.020 -0.004 0.4611
```
Forces are in eV/Å.

largest force on an atom: 2.20 eV/A
total charge: +1
Kohn-Sham gap: 6.33 eV
E: -2909.8411 hartree
HOMO: -9.608 eV



No. 3
Molecular formula: C11H16NOS2
Method: DFT, ωB97M-V with the def2-TZVPD basis set

Geometry as XYZ:
```
31
Properties=species:S:1:pos:R:3:forces:R:3:mulliken_charge:R:1
C -4.075252 -0.003393 1.967458 0.413 -0.037 0.103 -0.4050
C -3.378785 1.209205 2.062058 0.178 0.032 -0.066 -0.7540
C -1.988946 1.214367 2.134664 -0.184 0.100 0.054 -0.4387
C -1.268508 0.004241 2.148895 -0.226 -0.106 -0.058 0.8231
C 0.189652 0.015257 2.311508 0.674 0.106 -1.563 0.3405
S 0.981438 -1.506091 2.394220 -0.134 0.175 -0.236 -0.0110
C 2.785312 -1.252394 2.296042 0.022 -0.248 0.174 -0.5621
C 3.243762 -0.041130 1.517662 -0.154 0.062 0.180 -0.6322
C 2.755721 1.226395 2.193065 0.014 0.225 -0.010 -0.6560
S 0.969300 1.507668 2.074845 -0.246 -0.337 0.151 0.0362
C -1.972424 -1.206573 1.986207 -0.091 0.057 0.211 -0.3435
C -3.364501 -1.208916 1.921689 0.104 0.023 -0.046 -0.7007
H -5.164308 -0.005770 1.926738 0.299 -0.013 0.002 0.4124
H -3.918066 2.160162 2.084288 0.181 -0.390 -0.058 0.3953
H -1.450251 2.165016 2.177933 -0.339 -0.313 0.172 0.3662
H 3.138163 -1.233745 3.334798 0.070 -0.040 -0.311 0.3842
H 3.125984 -2.176851 1.812175 -0.106 0.149 0.231 0.4262
H 4.339375 -0.028622 1.526757 -0.159 -0.039 -0.074 0.3636
H 2.903297 -0.089053 0.478249 0.099 0.032 0.129 0.3040
H 3.010444 1.264231 3.258985 0.113 0.015 -0.267 0.3675
H 3.165366 2.111316 1.687895 -0.130 -0.137 0.261 0.4069
H -1.420078 -2.144943 1.904513 -0.323 0.235 0.101 0.3484
H -3.895194 -2.160109 1.836942 0.185 0.364 -0.031 0.3934
C 0.943421 -0.166856 6.018487 0.087 -0.231 0.275 -0.5763
N -0.254437 -0.255678 5.203149 0.036 0.062 0.411 -0.2712
O -0.548761 1.105654 4.871811 -0.699 -0.011 -0.420 -0.3753
H 1.115828 -1.148158 6.468017 0.116 0.110 -0.037 0.3115
H 1.825148 0.134942 5.432147 0.003 0.051 0.165 0.1160
H 0.774334 0.569278 6.814814 0.077 -0.308 -0.245 0.2980
H -0.004953 -0.732069 4.331275 -0.332 0.374 0.704 0.2818
H -1.515701 1.152457 4.967225 0.453 0.037 0.098 0.3510
```
Forces are in eV/Å.

largest force on an atom: 1.71 eV/A
total charge: +1
Kohn-Sham gap: 6.99 eV
E: -1354.8025 hartree
HOMO: -12.245 eV



- What is the formula in the second record?
  C11H16N3O9S4Zr